Record 1
Computed, not measured: a gas-phase ion, C5H10N3 (charge +1) at a distorted geometry, with wB97M-V/def2-TZVPD.

Each line ends with the Löwdin charge.
Cartesian coordinates (Å):
N -0.5217 -1.9968 -1.1112  0.004
C 0.6548 -1.3288 -1.6873  -0.251
C 0.5747 0.1880 -1.5529  -0.096
C 0.1769 0.4858 -0.1136  -0.229
C 1.0118 0.9269 0.8490  0.021
N 0.2480 1.0799 2.0088  0.122
C -1.0292 0.8554 1.7110  -0.032
N -1.0884 0.5012 0.4153  0.150
H -1.1644 -2.2430 -1.8456  0.077
H -0.3493 -2.8566 -0.6032  0.085
H 1.6153 -1.6538 -1.2781  0.122
H 0.6620 -1.6602 -2.7280  0.116
H -0.2134 0.5633 -2.2116  0.127
H 1.4967 0.7366 -1.7109  0.123
H 2.0809 0.9648 0.9670  0.145
H 0.4867 1.5738 2.8680  0.187
H -1.9749 0.8348 2.2213  0.163
H -1.7578 -0.1570 0.0329  0.167

Summary:
electronic energy = -9811.2456 eV
energy relative to the best compared isomer or geometry (same formula, charge and spin) = 0.5027 eV
net charge = +1
highest occupied orbital energy = -13.4 eV
SMILES = NCCc1c[nH]c[nH+]1
maximum force = 1.90 eV/Å
orbital gap = 10.2217 eV

Record 2
Computed, not measured: a gas-phase ion, C4H11N2 (charge +1) at a distorted geometry, with wB97M-V/def2-TZVPD.

Each line ends with the Löwdin charge.
Cartesian coordinates (Å):
C -0.6199 1.4157 0.2377  0.006
C -0.3167 -0.0553 -0.0160  -0.514
N -1.4727 -0.7323 -0.5879  0.256
C 0.4195 -0.6521 1.0968  -0.035
C 1.0148 -0.6145 -0.2954  -0.307
N 2.1483 0.2152 -0.6050  0.045
H -1.1185 1.5842 1.1698  0.086
H -1.2035 1.9391 -0.5172  0.086
H 0.4170 1.9657 0.2718  0.131
H -1.3977 -1.8394 -0.4664  0.246
H -1.3393 -0.4024 -1.5040  0.155
H -2.4388 -0.6529 -0.3262  0.172
H 0.0576 -1.5338 1.6653  0.135
H 0.9395 0.1191 1.6867  0.132
H 1.2141 -1.6496 -1.1038  0.240
H 2.2223 0.9996 0.0511  0.078
H 2.9934 -0.3158 -0.4513  0.088

Summary:
electronic energy = -7297.3764 eV
energy relative to the best compared isomer or geometry (same formula, charge and spin) = 3.5717 eV
net charge = +1
highest occupied orbital energy = -13.4 eV
SMILES = C[C@]1([NH3+])C[C@@H]1N
maximum force = 4.84 eV/Å
orbital gap = 9.6124 eV

Please write out number 2 again, unchanged.
Computed, not measured: a gas-phase ion, C4H11N2 (charge +1) at a distorted geometry, with wB97M-V/def2-TZVPD.

Each line ends with the Löwdin charge.
Cartesian coordinates (Å):
C -0.6199 1.4157 0.2377  0.006
C -0.3167 -0.0553 -0.0160  -0.514
N -1.4727 -0.7323 -0.5879  0.256
C 0.4195 -0.6521 1.0968  -0.035
C 1.0148 -0.6145 -0.2954  -0.307
N 2.1483 0.2152 -0.6050  0.045
H -1.1185 1.5842 1.1698  0.086
H -1.2035 1.9391 -0.5172  0.086
H 0.4170 1.9657 0.2718  0.131
H -1.3977 -1.8394 -0.4664  0.246
H -1.3393 -0.4024 -1.5040  0.155
H -2.4388 -0.6529 -0.3262  0.172
H 0.0576 -1.5338 1.6653  0.135
H 0.9395 0.1191 1.6867  0.132
H 1.2141 -1.6496 -1.1038  0.240
H 2.2223 0.9996 0.0511  0.078
H 2.9934 -0.3158 -0.4513  0.088

Summary:
electronic energy = -7297.3764 eV
energy relative to the best compared isomer or geometry (same formula, charge and spin) = 3.5717 eV
net charge = +1
highest occupied orbital energy = -13.4 eV
SMILES = C[C@]1([NH3+])C[C@@H]1N
maximum force = 4.84 eV/Å
orbital gap = 9.6124 eV